{"formula": "C5H11NO", "method": "wB97M-V/def2-TZVPD", "elements": ["O", "N", "C", "C", "C", "C", "C", "H", "H", "H", "H", "H", "H", "H", "H", "H", "H", "H"], "positions_angstrom": [[0.371, 2.010, 2.253], [-1.861, -0.518, 1.026], [1.378, 0.946, -1.360], [-0.016, -1.046, -0.569], [-1.027, -0.309, -0.095], [1.011, -0.560, -1.548], [-1.861, -1.655, 1.600], [-0.499, 1.917, 1.852], [0.710, -0.712, -2.589], [1.152, 1.570, -2.222], [-1.314, 0.562, -0.682], [1.949, -1.096, -1.436], [0.905, 1.351, -0.469], [0.557, 2.955, 2.243], [2.447, 0.991, -1.152], [-0.076, -2.127, -0.456], [-1.074, -2.391, 1.427], [-2.751, -1.888, 2.177]], "forces_ev_per_a": [[0.10, 0.10, -0.01], [-1.03, -1.09, -0.89], [0.25, -0.53, 0.28], [-0.81, -0.85, -0.65], [0.78, 0.69, -0.10], [0.04, 1.22, -0.30], [-0.07, 0.68, -0.46], [-0.07, -0.06, 0.01], [-0.15, -0.21, 0.06], [-0.05, -0.03, 0.01], [0.47, 0.58, 0.69], [-0.18, -0.48, 0.15], [-0.14, 0.10, -0.08], [-0.06, -0.09, -0.01], [0.04, 0.28, -0.22], [0.66, 0.03, 0.85], [-0.22, -0.26, 0.04], [0.46, -0.08, 0.66]], "lowdin_charge": [-0.064, -0.022, -0.100, -0.109, -0.199, -0.237, -0.040, 0.017, 0.106, 0.066, 0.111, 0.096, 0.040, 0.035, 0.065, 0.099, 0.070, 0.068], "orbital_gap_ev": 9.1, "smiles": "C=N/C=C/CC.O", "de_lowest_kcal_mol": 69.8}



{"formula": "C32H24Br4N6O2SSiV", "method": "wB97M-V/def2-TZVPD", "elements": ["Br", "Br", "Br", "Br", "V", "S", "Si", "O", "O", "N", "N", "N", "N", "N", "N", "C", "C", "C", "C", "C", "C", "C", "C", "C", "C", "C", "C", "C", "C", "C", "C", "C", "C", "C", "C", "C", "C", "C", "C", "C", "C", "C", "C", "C", "C", "C", "C", "H", "H", "H", "H", "H", "H", "H", "H", "H", "H", "H", "H", "H", "H", "H", "H", "H", "H", "H", "H", "H", "H", "H", "H"], "positions_angstrom": [[-1.567, 0.158, 7.614], [0.064, 2.086, 5.434], [-3.309, -2.519, 6.603], [-2.982, -3.365, 3.398], [-0.322, -0.102, 0.668], [-0.925, -2.033, -0.927], [-0.237, -3.099, -4.297], [-0.337, 0.814, 2.583], [-1.444, -1.331, 1.861], [1.435, -1.078, 1.272], [0.753, 1.615, 0.645], [0.338, 0.049, -1.586], [-2.063, 1.185, 0.125], [2.686, 0.935, 1.923], [-0.787, 3.124, -0.490], [-4.475, 1.401, 0.101], [1.682, 5.123, -0.132], [1.490, 3.826, 0.233], [2.345, -0.412, 2.062], [-1.935, -3.642, -3.772], [-1.986, 2.436, -0.347], [1.973, -3.193, 2.311], [2.985, -1.187, 3.061], [-2.262, -1.504, 5.432], [-2.117, -1.882, 4.093], [0.087, -1.391, -3.538], [-1.488, -1.110, 3.122], [-3.127, 3.185, -0.670], [2.801, -2.539, 3.197], [-4.406, 2.651, -0.467], [0.360, 2.808, 0.079], [-0.871, 0.099, 3.533], [1.167, 0.784, -3.694], [3.692, 5.173, 1.196], [0.805, -0.458, -4.252], [2.432, 3.189, 1.065], [2.764, 5.791, 0.394], [-0.891, 0.464, 4.893], [0.923, -4.384, -3.558], [-3.316, 0.711, 0.406], [-1.608, -0.343, 5.811], [-0.146, -1.080, -2.132], [-0.272, -2.944, -6.244], [1.925, 1.782, 1.267], [0.915, 0.963, -2.351], [3.553, 3.829, 1.440], [1.281, -2.372, 1.445], [-0.797, -1.956, -6.394], [3.543, -0.592, 3.764], [-3.345, -0.218, 0.920], [2.929, 6.820, 0.138], [0.523, -5.433, -3.496], [1.760, -4.243, 2.295], [-0.835, -3.797, -6.601], [-2.404, -4.537, -4.240], [0.700, -2.942, -6.734], [3.375, -3.087, 3.899], [1.259, 1.880, -1.899], [1.550, 1.540, -4.339], [1.019, -4.115, -2.507], [-5.328, 3.184, -0.765], [-5.363, 0.913, 0.337], [-1.845, -3.756, -2.677], [0.994, 5.607, -0.745], [0.479, -2.842, 0.864], [4.531, 5.690, 1.595], [4.356, 3.382, 1.989], [-2.680, -2.833, -3.839], [-2.969, 4.207, -1.046], [1.931, -4.447, -4.012], [1.037, -0.638, -5.318]], "forces_ev_per_a": [[-0.14, 0.11, 0.65], [-0.63, -1.05, -0.52], [-0.05, -0.12, 0.27], [-0.53, -1.05, -0.31], [-0.86, 0.51, 0.27], [-0.33, 0.19, -0.21], [-0.53, -0.20, -0.75], [-0.14, -0.57, -0.11], [0.12, -0.46, -1.86], [0.70, 1.53, 0.79], [-0.46, 1.11, -0.97], [-0.55, -0.02, 0.33], [-1.14, -0.55, 0.60], [-1.08, -0.26, -0.37], [1.58, 0.18, 0.79], [1.39, -0.38, 0.17], [-0.02, -0.37, 0.41], [-0.25, -1.92, 1.12], [-0.37, -0.98, -0.06], [-1.00, 0.12, 0.48], [0.67, 0.09, -0.03], [-0.22, 0.86, -0.15], [-0.15, 1.69, -0.19], [0.79, 0.70, -0.56], [-0.28, 0.17, -0.66], [0.31, -0.53, 1.15], [0.07, 0.72, 1.88], [-1.05, 0.38, -0.19], [0.30, 0.01, -0.69], [0.70, 0.90, -0.66], [-1.16, 0.41, -0.67], [0.39, 0.98, 0.74], [-0.66, -1.23, -0.04], [-0.43, -0.12, -0.65], [-0.22, 0.66, -0.58], [-2.12, -1.14, -1.42], [0.48, 0.90, -0.18], [-0.10, -0.25, -0.30], [0.30, -0.94, -0.11], [1.12, 1.20, -0.64], [0.45, 0.45, 0.05], [0.51, -0.27, -0.86], [0.12, 0.98, 1.57], [2.41, -0.36, 0.80], [0.71, 0.45, -0.71], [1.49, 0.08, 1.39], [-0.91, -1.94, -0.55], [0.37, -1.14, -0.29], [0.44, -0.18, 0.10], [0.05, -0.84, 0.15], [-0.12, 0.45, -0.09], [0.09, 0.97, -0.47], [0.06, -0.29, 0.21], [-0.34, 0.03, -0.24], [0.63, 0.44, 0.31], [0.03, 0.16, -0.01], [0.31, -0.34, 0.88], [-0.11, 0.06, 0.30], [0.49, 0.55, -0.02], [0.25, 0.24, 0.17], [0.73, -0.18, 0.29], [-1.57, -0.53, 0.28], [-0.15, -0.43, -0.40], [-1.07, 0.80, -0.99], [0.51, 0.37, 0.09], [0.53, 0.45, 0.12], [0.00, -0.69, 0.37], [0.24, -0.07, -0.26], [-0.09, -0.69, 0.17], [-0.44, 0.16, 0.27], [-0.11, 0.03, 0.62]], "lowdin_charge": [0.673, 0.645, 0.687, 0.764, 0.840, 0.735, 0.533, -0.167, -0.264, 0.041, 0.003, -0.038, 0.080, 0.179, 0.158, -0.075, -0.025, -0.070, -0.262, -0.223, -0.319, -0.049, -0.009, -0.803, -0.678, -0.232, -0.453, -0.012, -0.070, -0.065, -0.251, -0.390, -0.065, -0.079, -0.107, -0.078, -0.086, -0.576, -0.187, -0.068, -0.783, -0.676, -0.186, -0.270, -0.131, -0.033, -0.175, 0.040, 0.106, 0.100, 0.097, 0.044, 0.102, 0.007, 0.039, 0.009, 0.095, 0.097, 0.086, 0.010, 0.112, 0.083, -0.026, 0.095, 0.042, 0.096, 0.113, 0.036, 0.111, 0.027, 0.100], "orbital_gap_ev": [5.9, 6.0], "multiplicity": 3, "s_squared": 2.0157, "charge": -1, "de_lowest_kcal_mol": 9.8}



{"formula": "C4H8N2", "method": "wB97M-V/def2-TZVPD", "elements": ["N", "N", "C", "C", "C", "C", "H", "H", "H", "H", "H", "H", "H", "H"], "positions_angstrom": [[0.178, 1.489, 0.002], [0.886, -1.076, 0.290], [0.581, -1.273, -1.135], [-1.026, 0.559, -0.219], [-0.486, -0.829, -0.216], [-0.844, 1.280, 1.057], [0.122, 2.220, -0.675], [0.962, -1.962, 0.777], [-1.437, 2.164, 1.296], [1.061, -0.563, -1.811], [-0.389, 0.811, 1.937], [1.085, 1.042, 0.197], [-1.246, -1.571, 0.018], [0.554, -2.291, -1.519]], "forces_ev_per_a": [[0.22, -0.41, -0.06], [0.13, -0.11, 0.24], [-0.01, -0.09, -0.17], [-0.04, -0.20, 0.00], [-0.24, -0.19, -0.10], [0.06, 0.25, 0.05], [0.26, 0.67, 0.21], [0.02, 0.07, -0.04], [0.05, -0.24, -0.09], [-0.17, -0.07, 0.17], [0.00, 0.06, -0.19], [-0.40, 0.15, -0.14], [0.13, -0.03, 0.04], [-0.01, 0.16, 0.09]], "lowdin_charge": [0.021, -0.014, -0.156, -0.207, -0.356, -0.153, 0.127, 0.085, 0.094, 0.098, 0.108, 0.129, 0.126, 0.098], "orbital_gap_ev": 8.3, "de_lowest_kcal_mol": 96.6}



E in hartree, matching the order above: -327.02011; -13640.85477; -266.56813